This record from the OMol25 dataset describes a molecular structure, C24H27NOSiV in a non-equilibrium geometry. The level of theory is ωB97M-V/def2-TZVPD.

As for the LUMO energy (alpha / beta): -0.1283 / -0.1322 Ha. The gap between HOMO and LUMO (alpha / beta) is 7.394 / 7.295 eV. Its maximum force is 3.8 eV/Å.

ORCA input file:
```
! wB97M-V def2-TZVPD RIJCOSX def2/J DEFGRID3
* xyz 1 3
C 0.105 1.987 2.007
C -1.010 2.276 1.172
C -2.201 1.834 1.873
H -0.965 2.711 0.167
C -1.801 1.364 3.184
C -0.365 1.455 3.251
H 0.266 1.282 4.120
H 1.148 2.217 1.751
H -3.217 2.052 1.589
H -2.456 1.185 4.032
V -0.933 -0.080 1.720
C -1.072 -1.378 0.240
H -2.190 -1.477 0.644
H -0.402 -2.175 0.640
H -1.154 -1.427 -0.857
Si 0.389 0.841 -2.591
C 1.718 -0.348 -2.719
C 2.846 0.514 -2.813
H 2.743 1.572 -2.596
C 4.066 0.065 -3.315
H 4.809 0.808 -3.546
C 4.351 -1.276 -3.500
H 5.349 -1.608 -3.836
C 3.274 -2.144 -3.287
H 3.469 -3.188 -3.479
C 1.994 -1.714 -2.878
H 1.245 -2.494 -2.719
C -1.313 0.679 -3.178
C -1.201 1.407 -4.376
H -0.302 1.323 -4.994
C -2.183 2.331 -4.709
H -2.121 2.846 -5.678
C -3.188 2.624 -3.793
H -3.884 3.442 -3.991
C -3.357 1.821 -2.652
H -4.125 2.082 -1.911
C -2.532 0.696 -2.473
H -2.795 -0.118 -1.808
H 0.019 0.763 -1.179
H 0.887 2.166 -2.707
O 1.156 -0.323 1.410
C 1.817 -1.184 2.351
C 0.791 -1.642 3.335
C 1.086 -2.215 4.560
C 0.083 -2.504 5.482
C -1.237 -2.251 5.120
C -1.530 -1.676 3.885
N -0.494 -1.314 3.078
H 1.756 0.032 0.731
H 2.267 -2.060 1.845
H 2.571 -0.581 2.878
H 2.130 -2.349 4.753
H 0.316 -2.937 6.452
H -2.063 -2.456 5.779
H -2.556 -1.454 3.534
*
```

Mulliken population analysis, charges in e, atoms 1 to 8:
1. C -0.5524
2. C -0.3872
3. C -0.6285
4. H 0.4113
5. C -0.7609
6. C -0.2330
7. H 0.5360
8. H 0.4944

---

This record from the OMol25 dataset describes a molecular structure, C24H28AsHfN5OS4 in a non-equilibrium geometry. The level of theory is ωB97M-V/def2-TZVPD.

As for the LUMO energy: -0.0235 Ha. The gap between HOMO and LUMO is 6.583 eV. Its maximum force is 1.8 eV/Å.

ORCA input file:
```
! wB97M-V def2-TZVPD RIJCOSX def2/J DEFGRID3
* xyz 0 1
Hf 1.359 0.209 0.698
S 3.855 1.036 0.898
As 3.397 -0.452 2.452
S 1.560 0.413 3.326
S 2.524 -2.072 1.193
S 4.880 -1.051 3.778
C 0.135 4.486 1.410
C 0.686 5.122 0.310
C 1.221 4.375 -0.718
C 1.188 2.976 -0.670
C 0.664 2.296 0.460
C 0.172 3.102 1.494
C 1.696 2.174 -1.790
C 1.906 2.749 -3.068
C 2.246 1.963 -4.127
C 2.435 0.579 -3.933
C 2.717 -0.313 -4.984
C 2.932 -1.639 -4.731
C 2.914 -2.109 -3.409
C 2.636 -1.267 -2.366
C 2.332 0.089 -2.605
N 1.929 0.880 -1.577
H -0.282 5.073 2.216
H 0.729 6.200 0.274
H 1.711 4.898 -1.526
H -0.184 2.638 2.412
H 1.759 3.806 -3.210
H 2.381 2.383 -5.113
H 2.764 0.078 -5.989
H 3.144 -2.326 -5.535
H 3.122 -3.150 -3.219
H 2.667 -1.626 -1.344
C -0.290 -2.676 3.210
N -1.538 -1.957 3.074
C -2.688 -2.703 3.523
C -1.617 -0.796 2.392
O -0.785 -0.484 1.509
N -2.687 0.007 2.671
C -3.170 0.171 4.030
C -2.965 1.137 1.809
H -0.170 -3.440 2.439
H -0.277 -3.150 4.191
H 0.545 -1.978 3.154
H -2.613 -3.719 3.126
H -3.609 -2.260 3.156
H -2.721 -2.766 4.612
H -2.548 -0.386 4.727
H -4.211 -0.149 4.134
H -3.116 1.228 4.302
H -2.574 0.939 0.813
H -2.511 2.057 2.188
H -4.047 1.280 1.754
C -2.990 -1.634 -2.779
N -1.800 -1.722 -1.977
C -1.346 -2.828 -1.320
C -0.211 -2.453 -0.669
N 0.030 -1.130 -0.905
C -0.939 -0.727 -1.697
H -3.299 -2.632 -3.086
H -2.793 -1.035 -3.667
H -3.807 -1.177 -2.213
H -1.846 -3.773 -1.370
H 0.448 -3.040 -0.057
H -1.050 0.273 -2.077
*
```

Mulliken population analysis, charges in e, atoms 1 to 8:
1. Hf 0.8198
2. S -0.3701
3. As 0.1202
4. S -0.4283
5. S -0.5033
6. S -0.4448
7. C -0.9646
8. C -0.7738